Here is a single C7H8O2S molecule in a non-equilibrium geometry from the Open Molecules 2025 dataset. Energies are from the ωB97M-V functional and the def2-TZVPD basis.

Element x y z (Å)
S 2.66 1.65 0.04
O 0.93 -1.90 0.86
O 3.13 -0.91 -0.30
C -2.66 1.19 0.46
C -0.41 0.16 1.04
C 2.23 0.09 0.04
C -1.40 0.42 0.21
C 0.28 -0.61 -1.08
C -0.96 -0.12 -1.16
C 0.79 -0.60 0.40
H 0.76 -1.01 -2.00
H 1.70 -2.45 0.67
H -1.66 0.08 -1.91
H -3.43 0.61 0.04
H 3.75 -0.52 -0.88
H -2.93 1.20 1.56
H -0.35 0.48 2.09
H -2.42 2.22 -0.07

Results
total energy = -22316.1030 eV
Kohn-Sham gap = 8.71 eV
energy above the lowest of the compared OMol25 structures with the same formula, charge and spin = 52.7 kcal/mol
structure (SMILES) = CC1=C[C@](O)(C(O)=S)C=C1
2S+1 = 1
LUMO energy = -0.0002 Eh
charge = 0

---

Here is a molecular structure, C2H2Br3F in a non-equilibrium geometry from the Open Molecules 2025 dataset. Energies are from the ωB97M-V functional and the def2-TZVPD basis.

Element x y z (Å)
Br 0.96 1.56 -1.21
Br 3.72 -1.11 -1.01
Br 4.02 1.21 1.01
F -1.31 0.24 -0.75
C 3.58 -0.55 0.75
C -0.14 -0.16 -1.22
H -0.35 -0.40 -2.31
H 0.56 -0.88 -0.56

Results
total energy = -214946.4734 eV
Kohn-Sham gap (spin up / spin down) = 8.96 / 8.10 eV
energy above the lowest of the compared OMol25 structures with the same formula, charge and spin = 8.2 kcal/mol
2S+1 = 3
LUMO energy (spin up / spin down) = 0.0201 / -0.0809 Eh
charge = 0

---

Here is 2 unconnected molecules or ions with the total composition CH4NP3 in a non-equilibrium geometry from the Open Molecules 2025 dataset. Energies are from the ωB97M-V functional and the def2-TZVPD basis.

Element x y z (Å)
P -1.61 0.32 0.77
P 0.28 0.95 0.18
P 1.14 -0.98 0.25
N 0.40 -0.66 -3.57
C 0.09 -0.21 -2.56
H -1.44 0.39 2.17
H -2.07 1.61 0.65
H 2.41 -0.40 0.42
H 0.79 -1.01 1.69

Results
total energy = -30453.3379 eV
Kohn-Sham gap (spin up / spin down) = 6.54 / 6.53 eV
energy above the lowest of the compared OMol25 structures with the same formula, charge and spin = 79.7 kcal/mol
2S+1 = 1
LUMO energy (spin up / spin down) = -0.1096 / -0.1097 Eh
charge = 0

---

Here is 10 unconnected molecules or ions with the total composition C28H78F3N12O12S in a non-equilibrium geometry from the Open Molecules 2025 dataset. Energies are from the ωB97M-V functional and the def2-TZVPD basis.

Element x y z (Å)
S 25.33 -4.44 1.56
F 24.82 -2.50 -0.39
F 26.38 -3.84 -0.88
F 24.23 -4.42 -0.90
O 23.08 -5.13 6.54
O 24.03 -4.17 2.16
O 22.17 -2.94 -4.15
O 27.12 -1.96 -4.19
O 19.36 -7.32 -0.52
O 25.58 -5.83 1.41
O 27.63 -8.46 -1.91
O 26.42 -3.71 2.14
O 26.28 -8.55 4.23
O 22.27 1.84 0.24
O 30.45 -1.84 3.40
O 31.20 -5.90 -4.50
N 19.78 -4.33 1.83
N 28.81 -4.73 -1.96
N 21.27 0.10 2.47
N 26.00 -8.50 -0.29
N 21.09 -6.59 -4.51
N 29.18 0.02 -3.74
N 28.43 -1.24 2.73
N 22.81 -5.13 4.37
N 24.53 -4.08 5.18
N 26.97 -11.05 1.37
N 28.81 -3.25 2.92
N 27.38 -7.02 -0.27
C 30.58 -5.00 -3.56
C 19.37 -6.70 0.79
C 25.65 -7.29 4.24
C 28.27 -10.74 3.48
C 25.19 -3.76 -0.27
C 26.98 -8.01 -0.99
C 29.07 -1.29 -3.14
C 22.09 -2.74 -2.69
C 29.34 -2.12 3.12
C 28.22 -5.94 -3.96
C 23.34 -5.65 -4.72
C 21.98 -5.42 -4.13
C 26.35 -9.14 2.83
C 29.89 -1.24 -1.83
C 20.01 -5.30 0.76
C 22.63 0.54 2.28
C 23.47 -0.60 2.76
C 21.50 -5.48 0.45
C 18.28 -8.31 -0.64
C 27.66 -1.62 -2.90
C 23.46 -4.75 5.44
C 25.72 -2.28 -4.27
C 26.88 -10.57 2.75
C 31.85 -6.99 -3.91
C 22.67 3.12 0.85
C 23.00 0.80 0.75
C 29.37 -5.65 -2.92
C 21.32 -4.06 -4.54
H 30.24 -4.08 -4.03
H 25.68 -7.98 0.51
H 28.03 -5.24 -1.59
H 21.97 -5.39 -3.04
H 18.17 -8.78 0.33
H 29.06 -10.22 2.94
H 30.88 -1.18 -2.30
H 21.00 -2.79 -2.62
H 28.56 -11.76 3.76
H 25.09 -3.64 5.89
H 28.69 0.71 -3.18
H 25.48 -2.46 -5.31
H 24.06 1.05 0.65
H 29.44 -1.92 -3.95
H 24.63 -7.40 3.87
H 23.24 -1.42 2.07
H 29.64 -6.56 -2.38
H 31.34 -4.76 -2.81
H 21.56 -6.26 -0.30
H 25.42 -9.26 -0.64
H 25.51 -3.15 -3.64
H 22.07 -5.87 1.30
H 20.13 -6.60 -4.20
H 24.79 -3.93 4.21
H 29.34 -4.10 2.99
H 21.97 -4.55 0.13
H 28.16 -10.23 4.44
H 28.30 -6.65 -0.48
H 25.51 -6.81 5.21
H 24.53 -0.49 2.54
H 27.35 -6.41 -3.52
H 29.82 -2.17 -1.28
H 27.65 -1.62 2.22
H 26.16 -11.18 3.29
H 20.73 -3.99 1.82
H 22.86 1.34 2.99
H 19.59 -4.78 -0.10
H 28.56 -6.57 -4.78
H 21.32 -4.13 -5.63
H 26.00 -6.51 3.57
H 23.43 -1.19 3.67
H 17.39 -7.88 -1.11
H 26.16 -10.94 0.78
H 23.72 3.00 1.09
H 22.32 -1.71 -2.42
H 27.52 -2.49 -2.26
H 28.47 -0.13 -4.45
H 19.75 -4.98 2.60
H 22.76 -0.11 0.21
H 27.85 -3.31 2.61
H 26.90 -6.61 0.52
H 22.51 3.93 0.13
H 26.98 -0.89 -2.46
H 32.75 -6.66 -3.40
H 18.31 -6.50 0.92
H 20.67 0.85 2.79
H 28.07 -4.96 -4.41
H 19.67 -7.40 1.57
H 25.37 -9.20 2.35
H 32.35 -7.63 -4.65
H 23.18 -4.89 3.46
H 24.04 -4.87 -4.40
H 22.04 3.26 1.73
H 28.78 -0.29 2.70
H 29.75 -0.32 -1.27
H 23.41 -5.65 -5.80
H 20.34 -4.17 -4.08
H 25.19 -1.39 -3.93
H 31.37 -7.66 -3.20
H 21.21 -0.54 3.24
H 26.74 -8.38 2.15
H 28.31 -4.00 -2.46
H 18.60 -9.14 -1.27
H 21.04 -6.65 -5.51
H 27.69 -10.44 1.01
H 22.50 -3.46 -1.99
H 23.77 -6.58 -4.35
H 22.11 -5.82 4.59

Results
total energy = -91730.2124 eV
Kohn-Sham gap (spin up / spin down) = 7.36 / 1.71 eV
2S+1 = 2
LUMO energy (spin up / spin down) = -0.0504 / -0.2582 Eh
charge = 0

---

Here is a molecular structure, C32H43AsNS4W in a non-equilibrium geometry from the Open Molecules 2025 dataset. Energies are from the ωB97M-V functional and the def2-TZVPD basis.

Element x y z (Å)
W -3.52 -5.56 16.33
As -6.93 -4.60 16.68
S -3.27 -3.43 17.40
S -3.56 -4.17 14.33
S -1.37 -5.98 17.34
S -2.71 -7.21 14.65
N -5.22 -5.82 16.95
C -1.64 -3.46 18.19
C -9.93 -5.41 14.16
C -0.58 -4.33 17.58
C -4.04 -6.59 20.47
C -3.62 -7.94 20.36
C -7.51 -6.77 14.59
C -3.32 -2.16 16.14
C -9.29 -3.45 15.61
C -2.76 -2.57 14.82
C -8.95 -4.83 15.03
C -7.81 -5.63 15.38
C -4.55 -5.91 19.43
C -7.67 -4.26 20.72
C -7.62 -5.01 18.45
C -8.26 -7.42 17.85
C -8.16 -5.49 21.12
C -7.34 -3.97 19.40
C -6.76 -2.63 19.00
C -2.27 -4.82 13.22
C -6.31 -7.60 14.60
C -0.30 -6.67 16.02
C -8.49 -7.22 13.67
C -8.08 -6.31 18.81
C -8.33 -6.48 20.14
C -1.06 -7.69 15.18
C -8.55 -5.78 22.51
C -3.80 -8.62 19.17
C -9.77 -6.59 13.51
C -2.52 -6.33 13.09
C -4.32 -7.93 18.08
C -4.75 -6.56 18.15
C -10.89 -7.06 12.62
H 0.03 -5.82 15.44
H -1.19 -8.63 15.77
H -6.44 -8.20 13.73
H -2.33 -4.22 12.37
H -5.05 -4.96 19.55
H -1.70 -2.82 14.84
H -0.19 -4.11 16.61
H -4.35 -1.82 16.02
H -3.55 -9.64 19.00
H -9.22 -7.35 17.30
H -1.73 -6.73 12.53
H -2.86 -1.77 14.06
H -1.42 -2.40 18.21
H -5.68 -2.84 18.80
H -6.12 -8.19 15.48
H -9.07 -4.90 22.99
H -6.85 -1.99 19.88
H 0.21 -4.50 18.24
H -10.86 -8.14 12.36
H -5.43 -6.98 14.56
H -1.80 -3.78 19.20
H -1.32 -4.53 13.70
H -0.42 -7.93 14.30
H -11.84 -6.79 13.08
H -10.23 -3.13 15.15
H -10.79 -4.75 13.95
H -7.69 -6.04 23.16
H -8.53 -2.70 15.49
H -7.50 -7.44 17.06
H -8.76 -7.42 20.52
H -9.26 -6.66 22.53
H -8.21 -8.39 18.36
H -2.83 -1.26 16.52
H -10.84 -6.61 11.66
H -3.36 -6.54 12.44
H -9.40 -3.51 16.72
H -4.03 -6.09 21.44
H -7.27 -2.09 18.15
H -4.48 -8.45 17.11
H -7.65 -3.39 21.41
H 0.53 -7.09 16.56
H -3.23 -8.45 21.27
H -8.31 -8.16 13.19

Results
total energy = -141349.7149 eV
Kohn-Sham gap (spin up / spin down) = 5.95 / 4.07 eV
2S+1 = 3
LUMO energy (spin up / spin down) = -0.3395 / -0.4082 Eh
charge = +3

---

Here is a molecular structure, C7H28ClN14O11 in a non-equilibrium geometry from the Open Molecules 2025 dataset. Energies are from the ωB97M-V functional and the def2-TZVPD basis.

Element x y z (Å)
Cl -0.10 0.03 0.72
O -3.41 -1.13 -3.23
O 3.37 2.25 -0.24
O -0.09 -1.14 1.56
O -2.43 -3.71 0.38
O 2.65 -0.95 4.40
O 0.50 -0.28 -0.57
O 0.62 1.06 1.35
O -1.50 0.31 0.52
O 0.62 0.28 -4.35
O -0.53 3.57 -0.17
O 2.58 -3.67 1.01
N 1.24 1.03 -2.38
N -2.06 -1.82 1.55
N -0.70 -2.51 0.05
N 2.17 3.78 -1.42
N -0.86 0.56 -2.58
N -1.51 3.96 -2.17
N 2.18 0.22 2.55
N 0.65 -1.11 3.40
N 1.56 -1.89 1.80
N 1.41 -3.67 2.97
N 1.24 2.50 0.07
N -1.86 -2.16 -1.91
N -2.41 -0.18 -1.42
N -1.62 1.96 -1.24
C -2.59 -1.17 -2.26
C -1.84 -2.76 0.59
C 1.94 -3.15 1.88
C -1.18 3.24 -1.11
C 0.31 0.62 -3.24
C 1.93 -0.59 3.52
C 2.38 2.85 -0.56
H -0.43 -3.02 -0.78
H -1.99 1.60 -2.11
H 1.48 -4.67 3.13
H -1.69 0.32 -3.11
H 0.04 -0.52 2.85
H -3.04 -1.59 1.71
H -1.13 4.89 -2.29
H -1.57 -0.10 -0.86
H -0.13 -1.70 0.21
H 1.05 -1.46 2.56
H 3.01 3.96 -1.96
H 1.44 1.95 0.89
H -2.19 -3.02 -2.31
H 1.77 -1.38 0.96
H 1.25 4.16 -1.57
H -2.46 3.82 -2.48
H 1.28 -3.12 3.81
H -3.24 0.40 -1.39
H -1.30 -2.17 -1.07
H -1.39 1.35 -0.47
H 0.37 2.97 -0.14
H 3.08 0.67 2.61
H 1.08 0.85 -1.40
H 2.23 1.09 -2.58
H 0.42 -1.73 4.16
H -0.82 0.76 -1.59
H -1.31 -1.22 1.86
H 1.53 0.61 1.88

Results
total energy = -63587.8535 eV
Kohn-Sham gap = 7.29 eV
energy above the lowest of the compared OMol25 structures with the same formula, charge and spin = 816.9 kcal/mol
2S+1 = 1
LUMO energy = 0.0788 Eh
charge = -1